No. 1
{"formula": "C29H22MnN6O5S3", "method": "ωB97M-V/def2-TZVPD", "species": ["Mn", "S", "C", "C", "C", "C", "C", "C", "N", "C", "C", "C", "C", "C", "C", "C", "C", "N", "C", "C", "C", "C", "C", "S", "C", "H", "H", "H", "H", "H", "H", "H", "H", "H", "H", "H", "H", "O", "C", "C", "O", "C", "C", "O", "C", "O", "O", "C", "C", "C", "N", "N", "C", "N", "S", "H", "H", "H", "H", "H", "H", "H", "N", "H", "H", "H"], "positions_angstrom": [[-0.649, -0.770, -0.858], [-3.996, -0.717, 3.810], [-4.617, -0.672, 5.395], [-3.624, -0.655, 6.325], [-2.333, -0.679, 5.734], [-2.366, -0.715, 4.369], [-1.230, -0.748, 3.427], [-1.456, -0.767, 2.038], [-0.492, -0.803, 1.146], [0.782, -0.806, 1.576], [1.124, -0.786, 2.921], [2.525, -0.785, 3.268], [3.483, -0.798, 2.317], [3.143, -0.816, 0.914], [4.083, -0.821, -0.127], [3.663, -0.838, -1.435], [2.272, -0.853, -1.668], [1.373, -0.845, -0.709], [1.796, -0.825, 0.566], [4.611, -0.835, -2.567], [5.975, -0.849, -2.529], [6.573, -0.839, -3.819], [5.648, -0.818, -4.815], [4.059, -0.806, -4.200], [0.077, -0.761, 3.856], [-5.685, -0.660, 5.554], [-3.800, -0.625, 7.391], [-1.419, -0.671, 6.313], [-2.461, -0.738, 1.627], [2.795, -0.768, 4.319], [4.532, -0.793, 2.591], [5.141, -0.808, 0.109], [1.872, -0.876, -2.676], [6.551, -0.868, -1.613], [7.640, -0.850, -3.990], [5.810, -0.808, -5.883], [0.309, -0.747, 4.915], [-5.012, -0.784, -5.072], [-4.147, -0.794, -4.242], [-4.343, -0.787, -2.716], [-5.388, -0.770, -2.125], [-2.976, -0.802, -2.172], [-2.040, -0.854, -3.188], [-0.767, -0.881, -2.876], [-2.656, -0.807, -4.512], [-2.132, -0.769, -5.605], [-2.586, -0.781, -0.942], [-2.676, 4.817, 0.842], [-1.289, 4.233, 1.131], [-0.862, 3.251, 0.085], [-0.933, 1.979, 0.203], [-0.531, 1.288, -0.923], [-0.124, 2.081, -1.890], [0.405, 1.654, -3.051], [-0.269, 3.757, -1.480], [-2.950, 5.545, 1.607], [-3.427, 4.026, 0.830], [-2.697, 5.320, -0.127], [-1.293, 3.704, 2.084], [-0.552, 5.036, 1.196], [0.235, 0.657, -3.272], [0.539, 2.312, -3.797], [-0.778, -2.934, -0.874], [-1.012, -3.207, -1.824], [-1.524, -3.256, -0.270], [0.074, -3.416, -0.614]], "orbital_gap_ev": [5.60, 5.42], "de_lowest_kcal_mol": 0.0, "homo_energy_ev": [-6.63, -6.44], "total_charge": 0, "spin_multiplicity": 2, "total_energy_ha": -4168.69126}

---

No. 2
{"formula": "C29H23BCl2IIrN4O4S2", "method": "ωB97M-V/def2-TZVPD", "species": ["Ir", "S", "C", "C", "C", "C", "N", "C", "C", "C", "S", "C", "N", "H", "H", "Cl", "C", "C", "C", "Cl", "C", "O", "C", "C", "O", "C", "H", "H", "H", "C", "C", "C", "C", "C", "C", "C", "C", "O", "B", "O", "C", "C", "H", "H", "H", "H", "H", "H", "H", "H", "H", "H", "H", "H", "N", "C", "C", "N", "C", "H", "H", "H", "H", "I", "C", "H", "H"], "positions_angstrom": [[0.040, 0.053, 0.248], [-0.454, -0.801, 2.518], [-1.865, 0.169, 2.844], [-2.156, 0.585, 4.140], [-3.337, 1.259, 4.417], [-3.599, 1.707, 5.759], [-3.780, 2.067, 6.835], [-4.252, 1.502, 3.380], [-3.939, 1.124, 2.084], [-2.736, 0.480, 1.803], [-2.312, 0.009, 0.186], [-5.526, 2.113, 3.658], [-6.561, 2.565, 3.873], [-1.454, 0.376, 4.936], [-4.627, 1.339, 1.277], [5.794, -4.631, 0.135], [4.665, -3.307, 0.047], [5.149, -1.990, 0.172], [4.281, -0.939, 0.124], [4.877, 0.679, 0.291], [2.875, -1.109, -0.108], [2.113, -0.102, -0.218], [2.435, -2.456, -0.221], [1.051, -2.745, -0.393], [0.111, -1.951, -0.505], [3.338, -3.537, -0.134], [6.207, -1.813, 0.304], [0.789, -3.812, -0.413], [2.961, -4.549, -0.216], [-0.071, -1.460, -8.868], [-0.413, -0.128, -8.191], [0.328, 1.018, -8.901], [-1.913, 0.126, -8.345], [0.032, -0.119, -6.726], [1.375, -0.362, -6.419], [1.904, -0.172, -5.145], [1.046, 0.303, -4.180], [1.311, 0.689, -2.894], [0.085, 1.125, -2.373], [-0.920, 0.964, -3.328], [-0.297, 0.485, -4.449], [-0.833, 0.271, -5.699], [-0.418, -1.453, -9.904], [-0.557, -2.289, -8.350], [1.003, -1.647, -8.875], [0.020, 1.088, -9.948], [1.409, 0.874, -8.866], [0.104, 1.968, -8.411], [-2.172, 0.134, -9.406], [-2.196, 1.093, -7.927], [-2.505, -0.652, -7.858], [2.049, -0.678, -7.206], [2.947, -0.356, -4.925], [-1.890, 0.427, -5.859], [2.665, 2.065, 2.734], [2.152, 3.235, 2.208], [1.088, 2.875, 1.457], [0.952, 1.496, 1.525], [1.924, 1.044, 2.293], [3.481, 1.980, 3.312], [2.580, 4.199, 2.414], [0.414, 3.512, 0.892], [2.102, 0.018, 2.554], [-0.433, 5.779, -0.342], [-0.095, 1.768, -0.983], [-1.029, 2.288, -0.799], [0.758, 2.351, -0.669]], "orbital_gap_ev": [4.83, 3.95], "de_lowest_kcal_mol": 26.8, "homo_energy_ev": [-4.16, -4.16], "total_charge": -1, "spin_multiplicity": 2, "total_energy_ha": -3782.72620}

---

No. 3
{"formula": "C29H23F3N6O8Ru", "method": "ωB97M-V/def2-TZVPD", "species": ["Ru", "C", "C", "C", "C", "N", "C", "C", "C", "C", "C", "C", "N", "H", "H", "H", "H", "H", "H", "H", "H", "O", "C", "O", "C", "C", "N", "N", "C", "C", "O", "O", "H", "H", "H", "C", "C", "C", "C", "C", "C", "N", "H", "H", "H", "H", "H", "H", "H", "H", "F", "C", "F", "F", "O", "C", "O", "C", "C", "C", "C", "C", "C", "N", "O", "O", "H", "H", "H", "H"], "positions_angstrom": [[0.735, 0.586, -0.870], [1.647, -3.646, -0.964], [2.648, -3.759, -0.022], [3.259, -2.608, 0.452], [2.830, -1.378, -0.008], [1.800, -1.275, -0.851], [1.247, -2.378, -1.352], [3.510, -0.094, 0.293], [4.472, 0.069, 1.271], [5.103, 1.299, 1.386], [4.768, 2.314, 0.511], [3.759, 2.078, -0.413], [3.129, 0.912, -0.494], [1.175, -4.517, -1.395], [2.961, -4.733, 0.332], [4.082, -2.667, 1.150], [0.464, -2.223, -2.081], [4.698, -0.738, 1.955], [5.840, 1.465, 2.161], [5.254, 3.277, 0.557], [3.427, 2.845, -1.097], [2.050, 3.465, 4.276], [1.840, 2.190, 4.516], [1.928, 1.706, 5.625], [1.470, 1.343, 3.350], [1.161, 0.002, 3.440], [0.820, -0.409, 2.208], [0.863, 0.593, 1.334], [1.263, 1.664, 1.989], [1.426, 2.928, 1.189], [1.737, 3.965, 1.817], [1.236, 2.821, -0.047], [1.921, 3.704, 3.288], [1.174, -0.649, 4.299], [0.424, -1.287, 1.887], [-1.952, 1.209, 1.380], [-2.090, 1.616, -0.061], [-3.272, 2.017, -0.617], [-2.971, 2.534, -1.909], [-1.622, 2.412, -2.090], [-0.881, 2.999, -3.257], [-1.060, 1.815, -0.976], [-2.945, 1.177, 1.829], [-1.350, 1.936, 1.932], [-1.494, 0.233, 1.504], [-4.235, 1.955, -0.128], [-3.651, 2.973, -2.628], [-1.463, 3.831, -3.657], [-0.746, 2.281, -4.063], [0.098, 3.358, -2.955], [1.764, 1.949, -3.169], [1.281, 0.715, -2.827], [2.339, -0.127, -3.144], [0.358, 0.408, -3.773], [-1.096, -0.684, -1.673], [-1.506, -1.383, -0.691], [-0.887, -1.650, 0.358], [-2.893, -1.954, -0.847], [-3.762, -1.399, -1.780], [-5.048, -1.905, -1.921], [-5.467, -2.969, -1.140], [-4.589, -3.508, -0.217], [-3.310, -3.008, -0.053], [-5.027, -4.650, 0.606], [-6.127, -5.123, 0.386], [-4.270, -5.066, 1.458], [-3.414, -0.561, -2.373], [-5.726, -1.468, -2.643], [-6.461, -3.383, -1.230], [-2.643, -3.442, 0.678]], "orbital_gap_ev": [5.58, 5.58], "de_lowest_kcal_mol": 13.3, "homo_energy_ev": [-4.15, -4.13], "total_charge": -1, "spin_multiplicity": 2, "total_energy_ha": -2443.93037}